No. 1
{"formula": "C13H29BF3O5P", "method": "ωB97M-V with the def2-TZVPD basis set", "symbols": ["C", "C", "O", "B", "O", "P", "O", "C", "C", "C", "C", "C", "C", "C", "H", "H", "H", "H", "H", "H", "H", "H", "H", "H", "H", "H", "H", "H", "H", "H", "H", "H", "H", "H", "H", "H", "H", "H", "C", "C", "O", "C", "O", "C", "F", "F", "F", "H", "H", "H", "H", "H"], "xyz": [[-5.57, -0.24, -0.32], [-4.59, -0.96, -1.24], [-4.18, -0.08, -2.29], [-2.89, 0.01, -2.71], [-2.58, 1.14, -3.42], [-1.48, -1.36, -2.31], [-0.27, -2.57, -2.01], [0.93, -2.14, -1.41], [1.03, -2.57, 0.05], [0.86, -4.07, 0.17], [2.38, -2.11, 0.61], [2.47, -2.03, 2.13], [3.90, -1.68, 2.54], [1.49, -0.99, 2.69], [-5.67, 0.80, -0.64], [-6.56, -0.70, -0.35], [-5.24, -0.24, 0.71], [-3.72, -1.29, -0.67], [-5.05, -1.84, -1.69], [-1.87, 1.03, -4.05], [-1.21, -0.78, -1.05], [-2.36, -2.46, -2.40], [-0.69, -0.89, -3.41], [1.78, -2.56, -1.97], [1.03, -1.04, -1.47], [0.23, -2.06, 0.60], [1.61, -4.58, -0.44], [0.99, -4.41, 1.20], [-0.12, -4.39, -0.18], [2.61, -1.11, 0.22], [3.16, -2.78, 0.23], [2.22, -3.00, 2.57], [4.62, -2.37, 2.11], [4.16, -0.68, 2.17], [4.02, -1.69, 3.63], [0.46, -1.35, 2.68], [1.55, -0.07, 2.11], [1.74, -0.74, 3.72], [1.15, 6.24, 0.53], [1.89, 5.04, -0.01], [1.33, 3.81, 0.51], [0.24, 3.36, -0.10], [-0.33, 3.84, -1.03], [-0.20, 2.03, 0.56], [-0.18, 2.10, 1.89], [0.63, 1.05, 0.17], [-1.43, 1.70, 0.17], [1.16, 6.24, 1.62], [1.63, 7.16, 0.18], [0.11, 6.25, 0.19], [2.92, 5.03, 0.31], [1.85, 5.00, -1.10]], "orbital_gap_ev": 9.098, "multiplicity": 1, "homo_ev": -8.51, "smiles": "CCOB(O)[PH3]OC[C@@H](C)CC(C)C.CCOC(=O)C(F)(F)F", "energy_ev": -42307.626}

***

No. 2
{"formula": "C3H9NO2", "method": "ωB97M-V with the def2-TZVPD basis set", "symbols": ["C", "N", "C", "C", "O", "H", "H", "H", "H", "H", "H", "H", "H", "H", "O"], "xyz": [[0.34, -0.22, 1.32], [0.58, -0.17, -0.05], [1.86, -0.41, -0.59], [1.76, -1.57, -1.67], [-0.78, 0.10, 1.67], [0.97, -0.79, 2.00], [-0.20, 0.17, -0.64], [2.55, -0.73, 0.21], [2.26, 0.44, -1.14], [0.83, -2.14, -1.57], [2.53, -2.32, -1.46], [1.76, -1.19, -2.68], [-3.02, 1.21, 0.24], [-2.88, 2.72, 0.20], [-3.28, 1.98, -0.26]], "orbital_gap_ev": [9.786, 5.062], "multiplicity": 2, "charge": 1, "homo_ev": [-14.47, -14.47], "energy_ev": -8832.180, "relative_energy_ev": 1.3313}

***

No. 3
{"formula": "C13H11Cl2NO2Sn", "method": "ωB97M-V with the def2-TZVPD basis set", "symbols": ["Cl", "C", "C", "C", "H", "C", "C", "H", "H", "H", "C", "Sn", "C", "C", "O", "O", "H", "H", "H", "Cl", "C", "C", "C", "C", "N", "C", "H", "H", "H", "H"], "xyz": [[-1.93, -1.76, -0.22], [1.77, -2.14, -1.86], [2.52, -0.96, -1.72], [1.69, 0.14, -2.07], [3.55, -0.89, -1.40], [0.41, -0.37, -2.41], [0.47, -1.78, -2.30], [-0.36, -2.45, -2.42], [2.11, -3.14, -1.65], [1.97, 1.18, -2.06], [-0.78, 0.42, -2.85], [0.81, -0.81, -0.03], [2.24, -0.07, 1.05], [0.67, -2.12, 1.42], [3.10, 0.37, 1.70], [0.52, -2.91, 2.27], [-0.82, 1.38, -2.35], [-1.69, -0.13, -2.61], [-0.76, 0.59, -3.93], [-3.56, 2.92, 0.74], [-2.26, 1.98, 1.46], [-2.03, 2.05, 2.83], [-1.00, 1.31, 3.39], [-0.21, 0.50, 2.57], [-0.44, 0.43, 1.21], [-1.45, 1.16, 0.66], [-2.65, 2.68, 3.46], [-0.81, 1.35, 4.46], [0.58, -0.06, 3.04], [-1.65, 1.12, -0.39]], "orbital_gap_ev": [5.944, 5.943], "multiplicity": 1, "charge": 2, "homo_ev": [-16.29, -16.28], "energy_ev": -50097.497, "relative_energy_ev": 0.0000}

***

No. 4
{"formula": "H18KrO9", "method": "ωB97M-V with the def2-TZVPD basis set", "symbols": ["Kr", "O", "H", "H", "O", "H", "H", "O", "H", "H", "O", "H", "H", "O", "H", "H", "O", "H", "H", "O", "H", "H", "O", "H", "H", "O", "H", "H"], "xyz": [[0.74, 0.33, -0.54], [-2.62, 2.05, 1.02], [-1.99, 2.11, 1.74], [-2.14, 1.60, 0.33], [1.18, 3.14, 1.50], [2.04, 2.76, 1.32], [0.60, 2.38, 1.61], [1.75, -1.70, -3.61], [2.50, -1.12, -3.74], [1.73, -1.87, -2.67], [3.63, 1.72, 0.51], [3.61, 0.80, 0.75], [3.48, 1.73, -0.43], [-0.54, 1.03, 2.55], [-0.93, 0.17, 2.42], [0.10, 0.89, 3.26], [-2.34, -1.11, -0.43], [-2.88, -0.63, -1.05], [-2.04, -1.88, -0.91], [2.02, -3.47, -1.06], [1.57, -3.41, -0.21], [1.62, -4.23, -1.48], [-2.73, 1.10, -2.46], [-3.24, 1.88, -2.21], [-1.91, 1.45, -2.80], [-1.23, -1.70, 2.49], [-1.56, -1.79, 1.60], [-0.42, -2.22, 2.50]], "orbital_gap_ev": 10.174, "multiplicity": 1, "homo_ev": -10.55, "energy_ev": -93649.661, "relative_energy_ev": 0.5275}

***

No. 5
{"formula": "C4H8ClN2", "method": "ωB97M-V with the def2-TZVPD basis set", "symbols": ["C", "C", "C", "C", "N", "N", "Cl", "H", "H", "H", "H", "H", "H", "H", "H"], "xyz": [[0.42, -1.03, 0.19], [-0.63, 1.14, -0.28], [1.90, -0.81, -0.05], [-1.39, 2.19, 0.26], [-0.28, 0.07, 0.44], [-0.24, -2.18, 0.20], [-0.58, 1.01, -2.01], [2.35, 0.17, 0.27], [1.89, -0.82, -1.14], [2.43, -1.65, 0.27], [-2.32, 1.90, 0.01], [-1.36, 2.24, 1.33], [-1.04, 3.14, -0.24], [0.05, -3.12, 0.12], [-1.19, -2.25, 0.63]], "orbital_gap_ev": 10.894, "multiplicity": 1, "charge": 1, "homo_ev": -15.24, "smiles": "CC(=[NH2+])/N=C(/C)Cl", "energy_ev": -19772.908, "relative_energy_ev": 1.4266}